No. 1
Here is one molecule with the formula C5H10O at a distorted geometry from OMol25. Energies are from ωB97M-V/def2-TZVPD.

```
! RIJCOSX wB97M-V def2-TZVPD def2/J DEFGRID3
* xyz 0 1
C 2.42435 0.23244 -0.25243
C 1.37110 -0.24777 0.73190
O 0.20779 0.55680 0.71102
C -0.96568 -0.17903 0.55392
C -2.34222 0.21643 0.90797
C -1.77168 0.02164 -0.64047
H 3.32166 -0.38943 -0.15166
H 2.70292 1.27181 -0.05751
H 2.06889 0.15806 -1.28510
H 1.11463 -1.29280 0.50175
H 1.76643 -0.22467 1.75300
H -0.86615 -1.24805 0.78733
H -2.85437 -0.39185 1.67417
H -2.66830 1.24880 0.97210
H -1.70721 -0.74018 -1.42683
H -1.74969 1.02814 -1.06030
*
```

LUMO = 0.0440 Ha
orbital gap = 10.353 eV
SMILES string = CCOC1CC1
molecular weight = 86.13 Da

---

No. 2
Here is one molecule with the formula C5H10O at a distorted geometry from OMol25. Energies are from ωB97M-V/def2-TZVPD.

```
! RIJCOSX wB97M-V def2-TZVPD def2/J DEFGRID3
* xyz 0 1
C -0.22754 -1.33080 0.70051
C 0.20829 -0.02349 0.08721
C -0.82004 0.98822 0.54890
O -2.23599 0.51160 0.37225
C 0.73230 0.04480 -1.32969
C 1.65172 0.35357 -0.18080
H 0.11647 -2.17156 0.11347
H 0.12900 -1.47134 1.72883
H -1.37376 -1.29485 0.66485
H -0.73031 1.93968 0.02920
H -0.73928 1.14716 1.63315
H -2.39190 0.30597 -0.56792
H 0.41505 0.87908 -1.95424
H 0.87677 -0.88738 -1.87225
H 2.42047 -0.37840 0.07005
H 1.96873 1.38775 -0.04352
*
```

LUMO = 0.0351 Ha
orbital gap = 11.134 eV
SMILES string = CC1(CO)CC1
molecular weight = 86.13 Da

---

No. 3
Here is a 2-piece molecular cluster, C5H10O overall from OMol25. Energies are from ωB97M-V/def2-TZVPD.

```
! RIJCOSX wB97M-V def2-TZVPD def2/J DEFGRID3
* xyz 0 1
C 1.47469 1.59079 -0.87812
C 0.72027 0.70018 -0.24282
C -0.15504 -0.32341 -0.91284
C -1.63446 0.08096 -0.90493
H 1.53052 1.61448 -1.96476
H 2.06770 2.32348 -0.33754
H 0.71524 0.71652 0.84788
H 0.17742 -0.45516 -1.94925
H -0.02755 -1.29378 -0.41532
H -1.77057 1.03975 -1.41696
H -2.02070 0.19446 0.11565
H -2.25013 -0.66801 -1.41486
C 0.28852 -1.37825 2.37323
O 1.12624 -2.01633 1.78910
H -0.73794 -1.25016 1.97364
H 0.49579 -0.87552 3.33791
*
```

LUMO = 0.0253 Ha
orbital gap = 10.358 eV
SMILES string = C=CCC.C=O
molecular weight = 86.13 Da

---

No. 4
Here is one molecule with the formula C5H10O at a distorted geometry from OMol25. Energies are from ωB97M-V/def2-TZVPD.

```
! RIJCOSX wB97M-V def2-TZVPD def2/J DEFGRID3
* xyz 0 1
C 0.11700 1.39767 0.74674
C -0.40749 0.41123 -0.24885
C 0.35023 0.53000 -1.58780
C 0.04470 -1.07884 -0.04315
C -0.55265 -1.69161 1.23326
O -0.67427 -2.87294 1.46427
H -0.06888 1.14161 1.84962
H -0.27745 2.42665 0.46875
H 1.25442 1.33087 0.91314
H -1.51139 0.37165 -0.14154
H 0.20836 1.59524 -2.00549
H 1.39780 0.35669 -1.56087
H -0.10420 -0.06027 -2.40986
H 1.14004 -1.25110 0.16215
H -0.16993 -1.71574 -0.91827
H -0.74626 -0.89111 2.07790
*
```

LUMO = 0.0363 Ha
orbital gap = 10.419 eV
SMILES string = CC(C)CC=O
molecular weight = 86.13 Da

---

No. 5
Here is one molecule with the formula C5H10O at a distorted geometry from OMol25. Energies are from ωB97M-V/def2-TZVPD.

```
! RIJCOSX wB97M-V def2-TZVPD def2/J DEFGRID3
* xyz 0 1
C 1.94316 0.03455 -0.04539
C 0.45620 0.40665 0.14278
C -0.41372 0.09602 -1.09261
C -1.76126 -0.28612 -0.47558
O -1.49450 -0.77989 0.82727
C -0.33553 -0.18283 1.32608
H 2.45847 0.70138 -0.75032
H 2.50368 0.06995 0.89332
H 2.07673 -0.98349 -0.45179
H 0.19983 1.38488 0.59123
H -0.50490 0.94453 -1.77943
H -0.00554 -0.73923 -1.67935
H -2.28028 -1.09118 -1.00309
H -2.42800 0.58701 -0.42251
H -0.63164 0.72009 1.97231
H 0.21730 -0.88232 1.94707
*
```

LUMO = 0.0397 Ha
orbital gap = 10.607 eV
SMILES string = C[C@H]1CCOC1
molecular weight = 86.13 Da

---

No. 6
Here is one molecule with the formula C5H10O at a distorted geometry from OMol25. Energies are from ωB97M-V/def2-TZVPD.

```
! RIJCOSX wB97M-V def2-TZVPD def2/J DEFGRID3
* xyz 0 1
C -1.80071 0.62651 0.54765
C -0.48310 1.08643 -0.04905
C 0.53843 -0.10664 -0.33043
C 1.58858 -0.31394 0.77017
C 0.37844 -1.33680 -1.19882
O 0.83308 -0.10074 -1.73444
H -1.61401 0.14996 1.51276
H -2.24241 -0.10131 -0.13473
H -2.50700 1.45654 0.68273
H -0.02645 1.83167 0.63525
H -0.68116 1.63928 -0.98089
H 2.56605 -0.26071 0.31644
H 1.51725 0.39674 1.59275
H 1.47440 -1.31081 1.21223
H -0.64948 -1.70019 -1.22407
H 1.10804 -2.15802 -1.44586
*
```

LUMO = 0.0374 Ha
orbital gap = 10.904 eV
SMILES string = CC[C@@]1(C)CO1
molecular weight = 86.13 Da

---

No. 7
Here is C5H10O as an isolated structure from OMol25. Energies are from ωB97M-V/def2-TZVPD.

```
! RIJCOSX wB97M-V def2-TZVPD def2/J DEFGRID3
* xyz 0 1
C -2.14584 -1.51200 0.32055
O -1.48869 -0.71185 1.29378
C -0.77804 0.33074 0.87823
C 1.79148 1.97303 -0.31427
C 1.36147 0.85403 -0.90192
C 1.12239 -0.36994 -0.11255
H -2.78936 -2.20761 0.86092
H -1.39635 -2.06993 -0.25318
H -2.74190 -0.89274 -0.36047
H -1.03387 0.63564 -0.15389
H 2.07086 1.96414 0.73832
H 1.87388 2.91946 -0.83796
H 1.03771 0.86958 -1.94268
H 0.71816 -1.22603 -0.65281
H 0.44037 0.12770 0.91755
H 1.95772 -0.68422 0.52040
*
```

LUMO = 0.0339 Ha
orbital gap = 8.768 eV
molecular weight = 86.13 Da

---

No. 8
Here is one molecule with the formula C5H10O from OMol25. Energies are from ωB97M-V/def2-TZVPD.

```
! RIJCOSX wB97M-V def2-TZVPD def2/J DEFGRID3
* xyz 0 1
C -0.97169 1.35066 0.72946
C -0.36231 0.95417 -0.62787
C 0.26226 -0.43900 -0.42165
C 1.75529 -0.59271 -0.23025
C -0.62516 -1.42944 0.19921
O -0.23173 -1.56351 -1.15920
H -0.26964 1.17976 1.56127
H -1.85472 0.74086 0.95801
H -1.27294 2.39737 0.73869
H 0.31909 1.75358 -0.97998
H -1.13985 0.89435 -1.40243
H 2.14316 -1.07176 -1.14042
H 2.25643 0.36944 -0.07650
H 1.94095 -1.26882 0.61424
H -1.66723 -1.13541 0.26665
H -0.28192 -2.13953 0.97077
*
```

LUMO = 0.0378 Ha
orbital gap = 11.020 eV
SMILES string = CC[C@@]1(C)CO1
molecular weight = 86.13 Da

---

No. 9
Here is one molecule with the formula C5H10O from OMol25. Energies are from ωB97M-V/def2-TZVPD.

```
! RIJCOSX wB97M-V def2-TZVPD def2/J DEFGRID3
* xyz 0 1
C -1.54951 1.61300 0.44271
C -0.15471 0.99335 0.33653
C -0.01499 0.32731 -1.00881
C 0.20952 -0.95236 -1.31124
O 0.49959 -1.99769 -0.49069
C 1.37535 -1.78098 0.60043
H -2.30180 0.82411 0.33490
H -1.70619 2.11777 1.40113
H -1.71473 2.34501 -0.35701
H 0.61478 1.76935 0.47210
H -0.02334 0.27821 1.15616
H -0.22277 0.96168 -1.87158
H 0.15487 -1.29169 -2.34580
H 0.84981 -1.93075 1.55235
H 2.19335 -2.50508 0.51734
H 1.79077 -0.77126 0.57149
*
```

LUMO = 0.0384 Ha
orbital gap = 9.732 eV
SMILES string = CC/C=C\OC
molecular weight = 86.13 Da

---

No. 10
Here is one molecule with the formula C5H10O at a distorted geometry from OMol25. Energies are from ωB97M-V/def2-TZVPD.

```
! RIJCOSX wB97M-V def2-TZVPD def2/J DEFGRID3
* xyz 0 1
C 2.30133 0.10321 0.31744
O 1.20333 -0.72147 0.62392
C 0.15492 -0.43468 -0.25133
C -0.51575 0.97125 -0.21405
C -1.89114 0.30506 0.10028
C -1.20556 -1.09649 0.08727
H 2.22675 1.07189 0.83695
H 2.34398 0.25754 -0.77107
H 3.21609 -0.41160 0.61423
H 0.51010 -0.57403 -1.33528
H -0.15773 1.74783 0.47790
H -0.41718 1.32154 -1.23531
H -2.64626 0.42936 -0.68481
H -2.32592 0.59591 1.06732
H -1.27529 -1.65604 1.02944
H -1.49714 -1.76545 -0.72367
*
```

LUMO = 0.0428 Ha
orbital gap = 10.613 eV
SMILES string = COC1CCC1
molecular weight = 86.13 Da

---

No. 11
Here is one molecule with the formula C5H10O from OMol25. Energies are from ωB97M-V/def2-TZVPD.

```
! RIJCOSX wB97M-V def2-TZVPD def2/J DEFGRID3
* xyz 0 1
C -1.12843 -1.22274 0.02436
C -0.43145 0.04398 0.35579
C -1.07272 1.35020 0.18810
C 0.91878 0.00610 0.86981
C 1.60241 -0.08800 -0.65275
O 0.83374 0.57224 -1.49767
H -1.92492 -1.07091 -0.70744
H -1.57346 -1.62883 0.94510
H -0.41288 -1.96755 -0.34357
H -0.38898 1.78312 -0.58167
H -1.00593 1.96548 1.09173
H -2.09638 1.30323 -0.19070
H 1.17662 -0.88144 1.45247
H 1.22099 0.93120 1.36608
H 1.58616 -1.19781 -0.76516
H 2.67240 0.21296 -0.60334
*
```

LUMO (alpha / beta) = -0.0112 / -0.0113 Ha
orbital gap (alpha / beta) = 7.732 / 7.730 eV
molecular weight = 86.13 Da

---

No. 12
Here is a 2-piece molecular cluster, C5H10O overall from OMol25. Energies are from ωB97M-V/def2-TZVPD.

```
! RIJCOSX wB97M-V def2-TZVPD def2/J DEFGRID3
* xyz 0 1
C 1.15607 1.13089 -0.35936
C -0.79208 -1.09621 -0.63554
C 0.00592 2.15228 -0.28086
C -1.27500 -1.01210 0.76527
O -1.16836 -2.43721 0.44172
C 0.12256 -2.18003 -0.18645
H 1.99032 1.50930 -0.95392
H 0.81785 0.20670 -0.79909
H 1.49310 0.89611 0.65334
H -0.33338 2.46882 -1.27054
H -0.88908 1.84398 0.27173
H 0.52052 2.96617 0.23558
H -2.31542 -0.72655 0.89766
H -0.61349 -0.75958 1.60317
H 0.34851 -2.94631 -0.92104
H 0.93194 -2.01627 0.53836
*
```

LUMO = 0.0325 Ha
orbital gap = 9.627 eV
molecular weight = 86.13 Da

---

Calculated values (eV) of energy above the lowest of the compared OMol25 structures with the same formula, charge and spin for the records, taken in order: 2.534; 1.455; 1.758; 1.634; 1.209; 2.261; 5.162; 1.527; 1.384; 1.688; 3.498; 5.572.